{
  "formula": "C19H23ClN2O3",
  "method": "ωB97M-V/def2-TZVPD",
  "energy_ev": -41702.5969,
  "orbital_gap_ev": 9.088,
  "elements": ["Cl", "O", "O", "O", "N", "N", "C", "C", "C", "C", "C", "C", "C", "C", "C", "C", "C", "C", "C", "C", "C", "C", "C", "C", "C", "H", "H", "H", "H", "H", "H", "H", "H", "H", "H", "H", "H", "H", "H", "H", "H", "H", "H", "H", "H", "H", "H", "H"],
  "coordinates": [[-6.8292, -0.4254, -2.2523], [-1.4354, -0.1459, -0.1437], [0.8157, 0.8429, 2.0241], [3.8489, -1.9791, 0.7377], [2.0920, 0.8590, 2.1736], [4.9304, -0.0676, 1.5145], [-4.2850, -0.1491, -2.5679], [-5.4986, -0.3084, -1.6092], [-2.9501, -0.1919, -2.1596], [-5.3163, -0.3462, -0.3248], [5.3287, 1.7371, -0.5656], [6.6799, 0.7205, -0.3591], [-3.7813, -0.0814, 0.1580], [4.7711, 2.0699, 0.6445], [-4.5139, 0.1174, -4.0797], [-1.2480, -0.1278, 1.1592], [-6.4117, -0.4070, 0.6138], [6.5991, -0.5183, -0.1189], [6.1083, -0.8179, 1.4431], [4.7812, 1.1717, 1.9499], [1.3471, -1.0141, 1.0944], [0.2711, -0.0728, 1.5972], [2.4678, -0.3716, 1.2698], [-2.7164, -0.0647, -0.6570], [3.8562, -0.7543, 1.2746], [1.1826, -1.9975, 0.4276], [-3.7446, -0.4394, 1.3310], [6.0176, -1.1063, -0.7235], [7.3162, 1.4298, 0.2000], [6.1437, -1.7268, 1.4343], [-7.0342, -1.4154, 0.2760], [4.6671, 0.7983, -1.0692], [-3.4136, 0.1097, -4.6371], [-6.1518, -0.4783, 1.4913], [5.8772, 1.5706, 2.4062], [6.8590, -0.3088, 1.9938], [-2.0280, 0.1366, -2.4382], [5.2834, 3.2640, 0.9910], [-4.8321, -0.9089, -4.3793], [4.0267, 1.4767, 2.7900], [-1.6632, 0.7404, 1.7941], [5.3522, 2.3521, -1.5158], [7.7248, -0.8931, -0.3823], [-1.6297, -0.7999, 1.6751], [-4.9778, 1.0364, -4.1276], [3.6322, 2.3931, 0.6146], [-7.1029, 0.3948, 0.3581], [7.1734, 1.0832, -1.4281]],
  "forces_ev_per_angstrom": [[-10.4, -0.9, -5.1], [-0.2, 0.5, -4.1], [1.3, 10.5, 6.2], [1.6, 3.7, 2.1], [3.5, -2.6, -3.5], [-2.0, -5.4, 1.4], [2.0, 0.3, 0.3], [11.6, 1.0, -0.7], [-3.4, 1.0, 5.5], [6.4, 1.7, 2.9], [0.9, -7.8, -5.6], [1.0, 17.6, -6.6], [-4.6, -2.8, 3.2], [-4.5, 8.0, 6.0], [4.8, -4.2, 0.9], [4.9, 7.7, 2.2], [-4.7, -2.3, -9.6], [3.6, -11.2, 4.5], [3.3, 10.5, -4.3], [4.7, 8.0, 2.1], [-5.1, -2.7, -2.7], [-3.8, -12.2, -8.4], [0.9, 6.1, 6.1], [-1.6, -1.8, -0.6], [-2.4, -7.4, -4.7], [0.4, 2.5, 2.0], [0.3, 1.6, -3.0], [-1.8, -1.3, -1.6], [0.1, -1.0, 0.8], [-0.8, -10.2, 1.1], [1.3, 2.3, 1.2], [0.9, 2.2, 1.1], [-2.7, 0.6, 1.6], [2.4, -0.5, 9.2], [-2.7, -1.5, -0.7], [0.6, 0.1, 1.0], [2.1, 0.4, -3.2], [-1.3, -3.4, -0.7], [-1.2, 1.4, -0.8], [1.2, -1.0, -2.1], [0.2, -0.1, -1.6], [0.4, 0.1, 1.9], [-2.3, 0.0, 1.3], [-3.6, -7.2, 4.0], [-1.7, 1.4, -1.2], [2.0, -0.5, -0.6], [-0.2, 0.1, 0.6], [-0.9, -1.7, 2.0]]
}